This record from the Open Molecules 2025 dataset describes 2 unconnected molecules or ions with the total composition C12H21Br2F3N4O5P. The level of theory is ωB97M-V with the def2-TZVPD basis set.

Positions of all 48 atoms, in Å:
C1 -0.267 3.398 2.315
C2 -1.021 3.879 1.063
C3 -0.103 4.407 -0.042
C4 0.862 3.390 -0.636
N1 0.165 2.297 -1.313
C5 0.980 1.126 -1.515
N2 0.656 0.365 -2.731
C6 1.407 -0.821 -2.692
O1 1.655 -1.491 -3.658
C7 1.911 -1.011 -1.267
P1 2.039 -2.719 -0.492
N3 0.742 -3.523 -1.239
O2 3.304 -3.314 -1.381
C8 1.023 -0.019 -0.488
C9 -0.312 -0.754 -0.224
C10 -1.433 0.102 0.361
C11 -2.563 -0.635 1.069
F1 -3.642 0.210 1.144
Br1 -3.093 -2.224 0.124
C12 -2.207 -0.968 2.538
F2 -1.926 0.197 3.171
F3 -1.107 -1.721 2.591
Br2 -3.628 -1.835 3.516
H1 -0.637 3.896 3.212
H2 0.803 3.606 2.246
H3 -0.384 2.328 2.487
H4 -1.661 3.079 0.677
H5 -1.712 4.679 1.336
H6 0.502 5.213 0.388
H7 -0.700 4.853 -0.844
H8 1.491 3.897 -1.374
H9 1.529 3.018 0.158
H10 -0.685 2.080 -0.815
H11 2.014 1.498 -1.601
H12 0.797 0.860 -3.603
H13 2.940 -0.618 -1.307
H14 0.982 -4.524 -1.276
H15 -0.017 -3.564 -0.552
H16 3.523 -2.773 -2.146
H17 1.411 0.297 0.484
H18 -0.677 -1.226 -1.136
H19 -0.076 -1.562 0.471
H20 -1.924 0.667 -0.436
H21 -1.034 0.823 1.080
N4 0.015 -6.223 0.588
O3 1.003 -6.219 -0.189
O4 -0.542 -5.137 0.883
O5 -0.405 -7.287 1.056

LUMO energy   2.3 eV
Charge   -1
HOMO-LUMO gap   7.27 eV
Molecular weight   549.1 u

---

This record from the Open Molecules 2025 dataset describes 2 unconnected molecules or ions with the total composition C16H22BClF4N3 at a distorted geometry. The level of theory is ωB97M-V with the def2-TZVPD basis set.

Positions of all 47 atoms, in Å:
Cl1 0.716 8.371 12.205
C1 1.405 6.733 12.508
N1 1.119 5.793 11.381
C2 -0.380 5.602 11.190
C3 -0.623 4.632 10.086
N2 0.698 4.173 9.591
F1 0.433 3.152 8.505
C4 1.477 3.472 10.638
C5 1.737 4.462 11.734
C6 1.459 5.301 8.991
C7 1.736 6.284 10.076
H1 2.495 6.846 12.625
H2 0.948 6.345 13.432
H3 -0.780 5.256 12.152
H4 -0.796 6.595 10.991
H5 -1.167 3.745 10.421
H6 -1.124 5.106 9.239
H7 0.861 2.631 10.973
H8 2.400 3.122 10.161
H9 2.810 4.635 11.890
H10 1.298 4.144 12.689
H11 2.375 4.885 8.560
H12 0.820 5.733 8.216
H13 1.306 7.273 9.885
H14 2.810 6.416 10.266
C8 0.656 -2.102 6.874
N3 0.157 -0.749 6.813
C9 0.904 0.415 6.769
B1 2.540 0.285 6.675
F2 3.164 1.513 6.467
F3 2.864 -0.311 7.909
F4 2.709 -0.581 5.576
C10 0.044 1.503 6.699
C11 -1.297 0.973 6.604
C12 -1.198 -0.444 6.728
C13 -2.304 -1.285 6.647
C14 -3.560 -0.699 6.427
C15 -3.669 0.691 6.254
C16 -2.546 1.529 6.343
H15 -0.209 -2.764 6.953
H16 1.231 -2.357 5.976
H17 1.303 -2.241 7.745
H18 0.289 2.543 6.635
H19 -2.176 -2.359 6.750
H20 -4.450 -1.329 6.397
H21 -4.655 1.115 6.051
H22 -2.617 2.605 6.190

LUMO energy   -4.7 eV
Charge   +1
HOMO-LUMO gap   4.39 eV
Molecular weight   378.6 u

---

This record from the Open Molecules 2025 dataset describes C4H11NOS in the gas phase at a distorted geometry. The level of theory is ωB97M-V with the def2-TZVPD basis set.

Positions of all 18 atoms, in Å:
C1 0.466 0.435 -0.458
N1 0.694 -0.724 -1.282
C2 -0.367 -1.528 -1.753
O1 0.131 -2.806 -2.147
C3 -0.008 0.067 0.975
C4 -0.097 1.339 1.831
S1 -1.473 2.410 1.352
H1 -0.349 1.042 -0.874
H2 1.413 0.965 -0.366
H3 1.632 -0.854 -1.603
H4 -1.065 -1.727 -0.939
H5 -0.935 -1.153 -2.588
H6 0.769 -3.027 -1.450
H7 -1.021 -0.331 0.966
H8 0.763 -0.517 1.460
H9 -0.026 1.117 2.875
H10 0.819 1.935 1.710
H11 -1.350 3.357 2.289

SMILES   OCNCCCS
LUMO energy   0.8 eV
HOMO-LUMO gap   9.36 eV
Molecular weight   121.2 u

---

This record from the Open Molecules 2025 dataset describes 5 unconnected molecules or ions with the total composition C15H30N2O9 at a distorted geometry. The level of theory is ωB97M-V with the def2-TZVPD basis set.

Positions of all 56 atoms, in Å:
C1 -2.534 0.485 -0.654
O1 -1.214 0.000 -0.675
H1 -3.085 -0.196 -1.303
H2 -3.004 0.226 0.294
H3 -2.500 1.516 -1.006
H4 -0.849 0.284 -1.516
C2 1.328 3.088 3.449
C3 2.650 3.623 2.851
C4 3.520 2.551 2.109
O2 3.806 3.250 0.992
C5 2.956 4.254 0.692
O3 2.970 4.955 -0.325
O4 2.317 4.502 1.811
H5 0.791 3.889 3.957
H6 1.571 2.301 4.164
H7 0.679 2.660 2.685
H8 3.320 4.073 3.584
H9 3.031 1.597 1.911
H10 4.428 2.371 2.686
C6 -0.144 -7.343 -3.457
C7 0.237 -5.953 -2.999
C8 0.496 -6.010 -1.461
O5 1.730 -5.403 -1.308
C9 2.292 -5.141 -2.507
O6 3.360 -4.579 -2.691
O7 1.495 -5.588 -3.532
H11 -0.119 -7.497 -4.536
H12 -1.122 -7.614 -3.059
H13 0.444 -8.197 -3.122
H14 -0.475 -5.161 -3.231
H15 0.526 -7.035 -1.092
H16 -0.220 -5.424 -0.885
C10 -3.309 -1.031 9.558
O8 -3.343 -0.674 10.721
N1 -3.450 -0.121 8.547
C11 -3.472 -0.603 7.155
C12 -3.958 1.254 8.730
H17 -3.156 -2.090 9.297
H18 -3.119 0.129 6.429
H19 -4.471 -0.944 6.881
H20 -2.860 -1.499 7.050
H21 -3.525 1.918 7.982
H22 -5.042 1.334 8.814
H23 -3.610 1.584 9.709
C13 1.985 2.472 -6.462
O9 1.528 1.567 -5.774
N2 1.268 2.923 -7.533
C14 -0.068 2.524 -7.924
C15 1.916 3.934 -8.404
H24 2.982 2.935 -6.411
H25 -0.643 1.909 -7.232
H26 0.011 1.979 -8.865
H27 -0.534 3.492 -8.108
H28 2.929 4.153 -8.067
H29 1.956 3.542 -9.420
H30 1.304 4.830 -8.501

SMILES   C[C@H]1COC(=O)O1.C[C@H]1COC(=O)O1.CN(C)C=O.CN(C)C=O.CO
LUMO energy   0.4 eV
HOMO-LUMO gap   9.50 eV
Molecular weight   382.4 u

---

This record from the Open Molecules 2025 dataset describes C3H2N2O2 in the gas phase. The level of theory is ωB97M-V with the def2-TZVPD basis set.

Positions of all 9 atoms, in Å:
O1 -2.559 -0.586 -0.530
C1 -1.799 0.145 0.050
C2 -0.318 -0.050 0.048
N1 0.560 0.889 0.217
C3 1.727 0.201 0.017
N2 1.577 -1.069 -0.234
O2 0.212 -1.242 -0.216
H1 -2.106 1.049 0.610
H2 2.706 0.662 0.040

SMILES   O=Cc1ncno1
LUMO energy   -0.7 eV
HOMO-LUMO gap   10.45 eV
Molecular weight   98.1 u

---

This record from the Open Molecules 2025 dataset describes a molecular structure, H30O15Xe at a distorted geometry. The level of theory is ωB97M-V with the def2-TZVPD basis set.

Positions of all 46 atoms, in Å:
Xe1 16.128 12.036 -0.573
O1 15.232 14.391 -3.423
H1 15.312 14.758 -4.303
H2 15.470 15.112 -2.840
O2 17.863 13.959 3.021
H3 17.975 13.848 3.965
H4 18.034 13.092 2.655
O3 14.411 10.514 2.676
H5 13.774 10.310 1.991
H6 14.073 10.076 3.457
O4 18.841 9.334 -1.862
H7 18.337 8.900 -2.550
H8 19.141 10.150 -2.262
O5 18.972 11.935 1.694
H9 19.641 11.310 1.975
H10 18.200 11.396 1.518
O6 12.947 10.115 0.340
H11 12.181 9.542 0.372
H12 13.617 9.595 -0.104
O7 20.229 11.771 -2.838
H13 19.701 12.168 -2.145
H14 21.123 11.783 -2.495
O8 14.523 16.031 -0.776
H15 14.803 15.550 0.003
H16 13.894 15.451 -1.204
O9 15.551 15.026 1.672
H17 14.949 14.433 2.123
H18 16.413 14.624 1.784
O10 19.938 13.508 -0.164
H19 19.534 12.992 0.533
H20 20.663 13.964 0.264
O11 17.013 9.719 1.806
H21 16.097 9.994 1.757
H22 17.124 9.413 2.705
O12 14.589 11.179 -4.588
H23 14.952 10.308 -4.432
H24 15.260 11.780 -4.262
O13 13.164 11.729 -1.829
H25 13.454 11.220 -2.586
H26 12.984 11.074 -1.155
O14 12.465 14.500 -1.572
H27 12.895 13.676 -1.800
H28 12.219 14.396 -0.652
O15 17.096 12.606 -4.083
H29 17.318 12.858 -4.980
H30 16.525 13.308 -3.771

LUMO energy   -0.4 eV
HOMO-LUMO gap   9.53 eV
Molecular weight   401.5 u

---

Number 1: HOMO level -4.92 eV. Number 2: HOMO level -9.09 eV. Number 3: HOMO level -8.53 eV. Number 4: HOMO level -9.12 eV. Number 5: HOMO level -11.14 eV. Number 6: HOMO level -9.96 eV.